1.
45
Properties=species:S:1:pos:R:3:lowdin_charge:R:1 method="wB97M-V/def2-TZVPD" largest_force_ev_per_a=3.2 total_charge=+2 orbital_gap_ev=6.226 e_homo_ha=-0.4995
Hf -0.47514 0.30980 -0.56882 0.87
S -0.72207 -1.22841 1.46573 0.61
C -0.35480 -2.78438 0.72313 -0.64
C -0.75865 -3.91153 1.53041 -0.09
C -0.57417 -5.21229 1.06344 -0.04
C -0.10643 -5.41884 -0.22664 -0.04
C 0.36989 -4.34214 -1.00385 -0.11
C 0.12019 -3.07816 -0.58624 -0.56
S 0.37515 -1.80591 -1.84420 0.85
C 2.16759 -1.51013 -1.26349 -0.28
C 2.56865 -0.10322 -0.99208 -0.30
C 3.90934 0.26577 -1.25653 0.04
C 4.33369 1.56965 -0.95752 0.03
C 3.44065 2.38802 -0.25634 0.03
C 2.16376 1.95008 0.08949 -0.29
C 1.14224 2.75224 0.83885 -0.34
S -0.35718 2.90064 -0.18949 0.89
C -1.61025 2.71765 1.10331 -0.54
C -1.55229 3.64390 2.13624 -0.11
C -2.49664 3.58197 3.08338 -0.04
C -3.28463 2.42235 3.25254 -0.03
C -3.28755 1.48758 2.26394 -0.06
C -2.56896 1.72568 1.03003 -0.65
S -2.88029 0.91062 -0.55788 0.50
N 1.72579 0.74608 -0.40602 -0.06
H -1.15726 -3.66411 2.52714 0.11
H -0.75976 -5.92482 1.84028 0.12
H -0.11845 -6.41995 -0.62556 0.12
H 0.90803 -4.60669 -1.96821 0.15
H 2.82443 -1.93849 -2.02300 0.10
H 2.29390 -2.15921 -0.41131 0.11
H 4.62320 -0.42063 -1.67208 0.13
H 5.36515 1.81616 -1.18494 0.14
H 3.77099 3.36934 0.04922 0.13
H 1.46308 3.83302 0.87281 0.11
H 0.85914 2.46166 1.87018 0.12
H -0.81521 4.41502 2.15645 0.12
H -2.42305 4.33418 3.87642 0.14
H -3.76471 2.33585 4.20551 0.12
H -4.01396 0.68047 2.32200 0.13
Br -0.70712 1.56539 -3.15316 0.56
C -2.13120 0.40002 -4.25281 -0.73
Br -2.68524 -1.19323 -3.26587 0.64
H -1.80418 0.14822 -5.26933 0.04
H -3.01562 0.99076 -4.36514 0.01



2.
219
Properties=species:S:1:pos:R:3:lowdin_charge:R:1 method="wB97M-V/def2-TZVPD" spin_multiplicity=2 largest_force_ev_per_a=13.7 s2=0.7585 total_charge=+2 orbital_gap_ev="4.939 / 2.282" e_homo_ha="-0.3327 / -0.3327"
C -3.07498 -3.97241 -4.24441 -0.11
C -3.79305 -5.08871 -4.88647 -0.23
C -5.08248 -4.60906 -5.63674 -0.13
N -5.90578 -5.62988 -6.39248 -0.23
C -6.53551 -6.65349 -5.39396 0.06
C -7.14766 -4.95413 -7.14079 -0.06
C -7.46824 -5.99885 -8.25330 -0.12
C -6.21106 -6.82791 -8.50080 -0.16
C -5.12194 -6.28245 -7.60637 -0.07
H -2.29394 -4.29159 -3.55434 0.10
H -3.64336 -3.29072 -3.61170 0.05
H -2.73873 -3.19474 -4.93017 0.08
H -3.93804 -5.88110 -4.15218 0.11
H -3.17559 -5.65919 -5.58030 0.11
H -4.73630 -3.78801 -6.26454 0.13
H -5.81036 -4.16190 -4.95973 0.13
H -7.40585 -6.17555 -4.94430 0.11
H -5.86804 -7.12339 -4.67162 0.11
H -6.82828 -7.46771 -6.05685 0.10
H -7.94827 -4.74533 -6.43120 0.12
H -6.81792 -3.94444 -7.38552 0.12
H -8.22978 -6.66357 -7.84550 0.12
H -7.85106 -5.46962 -9.12592 0.13
H -6.30848 -7.90923 -8.40407 0.13
H -5.75380 -6.66213 -9.47627 0.12
H -4.46613 -7.00707 -7.12371 0.13
H -4.50618 -5.50727 -8.06248 0.14
C -2.44287 -2.26167 -0.64135 -0.09
C -1.16789 -1.41375 -0.69358 -0.20
C -0.78018 -1.06583 0.81514 -0.06
N 0.41935 -0.06831 1.18048 -0.20
C 0.34137 1.12085 0.08048 0.07
C 1.71025 -0.81381 1.25746 -0.08
C 2.47212 -0.30941 2.56030 -0.12
C 1.66956 0.84679 3.00986 -0.17
C 0.21270 0.59612 2.59376 -0.06
H -2.24882 -3.21878 -0.15719 0.08
H -2.88696 -2.44806 -1.61917 0.04
H -3.12476 -1.67665 -0.02421 0.08
H -1.24260 -0.46698 -1.22848 0.07
H -0.40953 -1.96421 -1.25032 0.11
H -0.76296 -1.94358 1.46118 0.12
H -1.49324 -0.34476 1.21478 0.11
H 0.65864 0.44481 -0.71349 0.09
H 1.04975 1.91306 0.32278 0.09
H -0.70607 1.42172 0.05959 0.09
H 2.18176 -0.68368 0.28338 0.10
H 1.60559 -1.89066 1.38994 0.12
H 3.55874 -0.22957 2.52876 0.10
H 2.34815 -1.11057 3.28892 0.09
H 1.94078 1.75252 2.46747 0.11
H 1.59678 1.01415 4.08447 0.12
H -0.40543 1.49383 2.58295 0.13
H -0.15661 -0.23760 3.19094 0.12
C 12.78413 0.14425 2.43539 -0.09
C 11.27717 0.39753 2.49470 -0.24
C 10.38845 -0.47336 1.57051 -0.07
N 8.79074 -0.18778 1.56862 -0.19
C 8.54471 1.37027 1.57169 0.05
C 8.13633 -0.81951 2.80895 -0.09
C 6.83926 -1.41490 2.24824 -0.17
C 7.16993 -1.86371 0.89738 -0.18
C 8.07574 -0.83095 0.35278 -0.08
H 13.27997 0.32187 1.48109 0.08
H 13.22161 -0.82193 2.68679 0.08
H 13.22789 0.85747 3.12999 0.08
H 11.06000 1.45384 2.33607 0.10
H 10.91676 0.19658 3.50356 0.11
H 10.56241 -1.54115 1.43767 0.14
H 10.65050 0.01626 0.63258 0.12
H 7.56086 1.71804 1.25671 0.10
H 9.30112 1.88144 0.97617 0.10
H 8.74804 1.63212 2.61005 0.09
H 8.17097 -0.06348 3.59337 0.13
H 8.61915 -1.75019 3.10698 0.13
H 6.04051 -0.67341 2.23113 0.11
H 6.55726 -2.16608 2.98601 0.13
H 6.29414 -2.00757 0.26461 0.13
H 7.70744 -2.80946 0.96630 0.13
H 7.44315 -0.09594 -0.14490 0.14
H 8.80794 -1.28569 -0.31447 0.14
C -2.12929 0.84392 -5.67772 -0.07
C -0.77743 0.89348 -4.87974 -0.22
C 0.02359 2.15714 -5.08934 -0.10
N 1.28470 2.37203 -4.17610 -0.18
C 0.82622 2.90248 -2.75577 0.05
C 2.16123 1.12253 -3.93283 -0.10
C 3.14092 0.99195 -5.15395 -0.11
C 3.22345 2.41806 -5.77115 -0.16
C 2.38853 3.26490 -4.84806 -0.09
H -2.50474 -0.17840 -5.63303 0.06
H -1.87369 0.94628 -6.73238 0.08
H -2.85096 1.55927 -5.28328 0.06
H -0.13061 0.04353 -5.09718 0.11
H -1.14553 0.92104 -3.85415 0.09
H -0.63929 2.99179 -4.86117 0.13
H 0.26054 2.26145 -6.14815 0.13
H 1.62135 2.89937 -2.01020 0.08
H 0.15445 2.08533 -2.49286 0.07
H 0.31476 3.83741 -2.98470 0.09
H 2.79560 1.31466 -3.06752 0.11
H 1.67162 0.18900 -3.65553 0.13
H 4.11604 0.59294 -4.87461 0.12
H 2.59014 0.30796 -5.79961 0.10
H 4.25840 2.75869 -5.80191 0.12
H 2.92897 2.33849 -6.81760 0.11
H 2.97822 3.46686 -3.95388 0.13
H 2.07824 4.15813 -5.39025 0.13
C -2.79093 -2.68734 9.95150 -0.08
C -1.58231 -2.03607 9.25837 -0.22
C -0.60345 -3.17993 9.06173 -0.12
N 0.72130 -2.70004 8.36741 -0.18
C 1.71842 -2.02100 9.32516 0.07
C 0.44421 -1.77950 7.07143 -0.10
C 1.58836 -1.95042 6.21554 -0.19
C 1.87127 -3.48690 6.14106 -0.12
C 1.28626 -3.88570 7.48150 -0.10
H -2.50186 -3.31197 10.79671 0.07
H -3.30466 -3.41757 9.32625 0.08
H -3.48562 -1.89913 10.24174 0.08
H -1.04756 -1.22933 9.75966 0.11
H -1.89844 -1.62483 8.29972 0.10
H -1.08780 -3.80257 8.30953 0.12
H -0.35230 -3.73179 9.96753 0.14
H 1.05873 -1.39957 9.93075 0.10
H 2.24673 -1.28690 8.71682 0.10
H 2.29068 -2.84836 9.74480 0.11
H 0.36440 -0.72619 7.34025 0.13
H -0.43365 -2.18927 6.57189 0.14
H 2.48117 -1.47886 6.62616 0.12
H 1.39900 -1.46777 5.25674 0.11
H 2.95801 -3.56133 6.18057 0.11
H 1.42930 -3.87317 5.22260 0.11
H 2.08089 -4.29072 8.10810 0.12
H 0.57799 -4.69321 7.29607 0.13
C -1.77078 4.41961 4.91019 -0.08
C -1.19418 5.59897 4.16569 -0.23
C 0.23531 5.25966 3.53582 -0.05
N 0.34755 6.11714 2.22592 -0.23
C 0.23008 7.59058 2.57904 0.01
C 1.75559 5.94599 1.52773 -0.04
C 1.43231 6.42452 0.08050 -0.16
C -0.03078 6.27640 -0.13755 -0.18
C -0.63203 5.63910 1.09010 -0.06
H -1.84515 3.51747 4.30296 0.08
H -2.80439 4.70652 5.10365 0.08
H -1.17087 4.39782 5.81999 0.09
H -1.18225 6.51217 4.76069 0.11
H -1.92874 5.86962 3.40723 0.08
H 0.46854 4.27263 3.13648 0.11
H 1.05834 5.56068 4.18398 0.12
H 0.51414 8.19956 1.72081 0.10
H 0.88174 7.87644 3.40470 0.12
H -0.80736 7.79711 2.84206 0.10
H 2.54160 6.55941 1.96819 0.13
H 2.18334 4.94783 1.62170 0.12
H 1.64173 7.49021 -0.01194 0.10
H 2.06121 6.01749 -0.71128 0.11
H -0.48775 7.22774 -0.40997 0.12
H -0.10756 5.53048 -0.92864 0.10
H -1.69910 5.79465 1.24908 0.13
H -0.49364 4.55824 1.06383 0.12
C -4.92050 2.53966 -7.08581 -0.10
C -5.67371 1.50250 -6.32233 -0.24
C -6.02323 1.92809 -4.85741 -0.11
N -6.48842 0.74732 -3.95972 -0.20
C -7.76037 0.16544 -4.69752 0.05
C -6.69573 1.34922 -2.51736 -0.02
C -6.16780 0.19611 -1.60269 -0.13
C -5.81974 -0.98089 -2.47902 -0.18
C -5.38998 -0.30210 -3.72710 -0.13
H -4.76055 2.14343 -8.08857 0.08
H -3.92460 2.79958 -6.72705 0.07
H -5.54724 3.36939 -7.41265 0.09
H -5.21419 0.51445 -6.34837 0.10
H -6.67654 1.36848 -6.72789 0.10
H -6.74280 2.74506 -4.80379 0.14
H -5.09130 2.26327 -4.40215 0.10
H -7.54600 -0.55054 -5.49094 0.10
H -8.43388 0.98465 -4.94927 0.11
H -8.27475 -0.25820 -3.83495 0.09
H -7.73717 1.66328 -2.44761 0.13
H -6.26483 2.34521 -2.61945 0.11
H -6.91785 -0.01883 -0.84155 0.12
H -5.30664 0.42202 -0.97383 0.12
H -6.71528 -1.59778 -2.55353 0.11
H -5.01101 -1.54865 -2.01890 0.10
H -5.34257 -0.97500 -4.58330 0.11
H -4.37264 0.05209 -3.56076 0.13
O 5.03682 2.97929 1.00597 0.14
C 4.16029 2.73101 0.12214 -0.90
O 3.86248 1.55470 0.20997 -0.01
O 3.57561 3.57424 -0.63788 -0.06
H 4.89572 2.02998 1.02825 0.02
O -1.87536 3.46646 -1.49834 0.04
C -2.92883 2.83555 -2.04871 -0.87
O -3.76938 3.53762 -2.61661 -0.03
O -2.99563 1.59087 -1.97610 -0.05
H -2.01978 4.33012 -1.89184 0.09
O 2.85043 3.16249 7.70894 0.07
C 2.09998 2.69639 6.71664 -0.89
O 1.58286 1.59373 6.93684 -0.06
O 1.82822 3.50329 5.78428 -0.07
H 2.60281 2.39435 8.22880 0.08
O -0.04446 -4.99187 1.27078 0.17
C 0.24514 -6.02432 2.07262 -0.66
O 1.08635 -5.68752 2.96835 0.12
O -0.38507 -7.13113 2.08357 0.28
H 0.65690 -4.63324 1.81949 0.08
O 4.53269 0.05911 -2.13211 0.06
C 4.25821 -1.23054 -2.07040 -0.96
O 3.95589 -1.74158 -1.00385 -0.05
O 4.42014 -1.94687 -3.06110 -0.05
H 4.32121 0.30872 -1.22958 0.05
O -2.81304 -1.20199 5.71410 0.13
C -2.78991 -0.30493 4.82056 -0.94
O -2.73621 0.77862 5.37575 0.10
O -2.86059 -0.52378 3.58340 -0.05
H -2.77759 -0.26605 5.92470 -0.14



3.
13
Properties=species:S:1:pos:R:3:lowdin_charge:R:1 method="wB97M-V/def2-TZVPD" largest_force_ev_per_a=4.7 orbital_gap_ev=9.693 e_homo_ha=-0.3393
C -0.27425 -0.62013 0.08718 -0.29
C -0.19497 -1.03577 -1.29898 0.04
C 0.78107 0.05664 -1.80451 -0.16
C 0.09323 1.54312 1.22534 -0.25
H -0.85070 -2.20079 0.84221 0.10
H -0.36651 -2.08215 -1.66655 0.10
H 1.26448 0.02286 -2.74375 0.08
H 0.98856 2.38398 1.07876 0.17
H -1.06344 0.32777 1.85838 0.06
N 1.00170 0.99836 -0.98174 0.07
N 0.23717 0.64666 0.14587 -0.10
N -0.64033 1.25425 2.17981 0.12
O -0.97602 -1.29481 1.07798 0.05



4.
95
Properties=species:S:1:pos:R:3:lowdin_charge:R:1 method="wB97M-V/def2-TZVPD" largest_force_ev_per_a=3.3 total_charge=+2 orbital_gap_ev="2.401 / 2.322" e_homo_ha="-0.4466 / -0.4459"
Pb 11.82449 11.97123 13.11305 1.34
C 15.98800 16.72683 16.01317 -0.02
O 16.06822 15.65087 16.95342 -0.05
C 15.14991 14.68036 16.92947 -0.25
C 14.99495 13.98191 18.14156 0.11
C 14.06680 12.96370 18.26316 0.03
C 13.30561 12.53208 17.16672 0.00
C 12.47300 11.28968 17.14559 -0.34
C 12.02196 10.70975 18.49222 0.00
O 12.05842 10.66265 16.16472 0.04
C 13.43649 13.27928 15.89086 -0.26
O 12.51294 13.26959 14.97771 -0.17
C 14.45293 14.27926 15.77271 0.13
H 16.75108 17.46226 16.32626 0.12
H 15.01710 17.19001 16.07147 0.10
H 16.11223 16.38803 15.00272 0.09
H 15.73244 14.27117 18.91544 0.17
H 13.93651 12.47264 19.23619 0.14
H 12.72957 9.88885 18.77617 0.12
H 11.09932 10.18791 18.40412 0.07
H 12.07615 11.45420 19.32422 0.09
H 14.47650 14.74038 14.77082 0.15
C 10.66129 16.59776 12.39957 0.00
N 9.94025 15.69601 11.48669 -0.12
C 8.73514 16.04896 10.93543 -0.02
C 8.44445 15.15210 10.01248 0.02
N 9.54870 14.24700 9.93438 0.05
C 10.43220 14.59007 10.90912 -0.66
S 11.95040 13.95947 11.32420 0.69
C 9.68578 13.20439 8.92640 -0.23
C 8.91831 13.22155 7.73434 0.02
C 9.33330 12.31204 6.75133 -0.03
C 10.42699 11.47537 7.00127 -0.04
C 10.95480 11.48655 8.25681 -0.12
N 10.63303 12.33824 9.21795 0.10
H 11.00559 16.07489 13.28389 0.08
H 9.90753 17.36344 12.66392 0.11
H 11.54842 17.02253 11.89946 0.11
H 8.20138 16.87248 11.37145 0.14
H 7.59025 15.04573 9.30828 0.15
H 8.22708 14.00686 7.49191 0.10
H 8.76765 12.21598 5.80854 0.13
H 10.75427 10.78472 6.23524 0.12
H 11.76906 10.79409 8.54433 0.12
N 14.01886 7.66181 11.15736 0.16
C 13.45868 8.71967 12.08135 -0.50
C 13.71246 8.27220 13.51106 -0.07
P 14.43749 10.26707 11.61535 0.35
O 14.07452 10.63296 10.06740 -0.15
O 15.85132 9.82551 11.69833 -0.28
O 13.87583 11.38661 12.48647 -0.48
P 11.66828 8.79438 11.61853 0.34
O 10.97876 8.24077 13.00627 -0.20
O 11.49386 7.71708 10.58266 -0.30
O 11.21556 10.22945 11.38463 -0.46
H 14.95298 7.97984 10.81035 0.15
H 13.35004 7.55092 10.35792 0.13
H 14.12676 6.75328 11.61612 0.17
H 14.77936 8.04820 13.67201 0.11
H 13.03425 7.45807 13.78690 0.09
H 13.51624 9.08893 14.17952 0.06
H 14.90100 10.70399 9.52409 0.11
H 10.23556 7.66642 12.67072 0.10
C 6.67662 7.37544 16.76702 -0.07
C 7.08136 8.62542 17.20715 -0.09
C 7.38485 9.60861 16.34163 -0.14
C 7.21400 9.40321 15.00128 -0.39
C 6.73736 8.15929 14.50574 -0.10
C 6.49885 7.14691 15.41062 -0.08
As 8.01038 10.52329 13.63851 1.39
C 7.01382 12.13910 14.11193 -0.34
C 7.15858 12.82694 15.30070 -0.15
C 6.25562 13.74976 15.78748 -0.07
C 5.23968 14.13548 14.90343 -0.07
C 5.05115 13.51177 13.68018 -0.02
C 5.91837 12.51194 13.26850 -0.19
C 5.74284 11.58634 12.14130 -0.19
C 4.89632 11.75847 11.03932 -0.03
C 4.86159 10.82951 10.02279 -0.06
C 5.70235 9.69928 10.10596 -0.07
C 6.61680 9.58480 11.12979 -0.12
C 6.61496 10.46583 12.20310 -0.30
H 6.62481 6.51234 17.47733 0.13
H 7.13879 8.83945 18.28438 0.12
H 7.69800 10.57987 16.70469 0.09
H 6.48602 8.10446 13.43823 0.09
H 6.11344 6.18716 15.02938 0.12
H 7.99616 12.49117 15.94784 0.09
H 6.24169 14.14641 16.80458 0.11
H 4.54807 14.86815 15.25549 0.10
H 4.20400 13.77866 13.04375 0.12
H 4.20140 12.60008 11.06876 0.11
H 4.20447 10.90165 9.17347 0.11
H 5.76422 9.01537 9.25825 0.11
H 7.43568 8.87274 11.18625 0.10